Record 1
{"formula": "C4H8F2N3S", "method": "the ωB97M-V functional and the def2-TZVPD basis", "total_charge": 1, "homo_lumo_gap_ev": [6.32, 6.32], "species": ["C", "C", "C", "C", "N", "N", "N", "F", "F", "S", "H", "H", "H", "H", "H", "H", "H", "H"], "coordinates": [[1.0029, 1.7086, -1.6585], [-1.1360, 0.7356, -1.4964], [-0.9158, -0.7857, 2.1727], [0.2572, -1.5086, 1.8191], [-0.2596, 1.7683, -1.7978], [1.7469, 0.6694, -1.3221], [-0.7957, -0.0563, -0.3814], [-0.0994, -2.3890, 0.8876], [1.2098, -0.7876, 1.2689], [-1.8202, -0.0274, 0.7256], [1.4865, 2.7308, -1.7741], [-2.1150, 1.1803, -1.3694], [-1.0152, 0.1023, -2.3877], [-1.5609, -1.6088, 2.4864], [-0.8465, -0.0167, 2.9125], [0.7315, -2.0460, 2.6893], [2.7953, 0.6852, -1.4315], [1.3343, -0.3545, -1.3431]]}



Record 2
{"formula": "C4H8F3N", "method": "the ωB97M-V functional and the def2-TZVPD basis", "e_above_lowest_ev": 3.255, "smiles": "C=C(F)F.C=NC.F", "homo_lumo_gap_ev": 10.40, "species": ["C", "C", "F", "F", "H", "H", "C", "N", "C", "H", "H", "H", "H", "H", "F", "H"], "coordinates": [[0.6360, -2.1508, -1.2728], [0.8413, -1.8930, -0.0188], [1.9201, -1.3371, 0.6191], [-0.0421, -2.1373, 0.9309], [-0.2707, -2.5299, -1.4221], [1.4061, -1.8857, -1.9575], [0.3585, 1.1301, 0.1213], [-0.7300, 0.7605, -0.4037], [-1.9134, 0.4094, 0.4242], [1.0314, 1.5228, -0.5050], [0.6043, 1.0753, 1.1568], [-2.2799, 1.0887, 1.2163], [-2.7008, 0.3945, -0.2965], [-1.6878, -0.5169, 0.7731], [3.8363, 0.6190, 0.4664], [3.3912, -0.1095, 0.5110]]}



Record 3
{"formula": "C4H8F3NO3Si", "method": "the ωB97M-V functional and the def2-TZVPD basis", "spin_multiplicity": 3, "homo_lumo_gap_ev": [5.24, 7.48], "species": ["C", "C", "C", "C", "N", "O", "O", "O", "F", "F", "F", "Si", "H", "H", "H", "H", "H", "H", "H", "H"], "coordinates": [[0.0349, 1.6390, 1.6007], [-0.4986, 1.0905, -1.6567], [0.3351, -1.2751, 0.4127], [2.5656, -0.8464, -0.1410], [-4.0833, -1.0528, -0.2040], [-3.0672, -0.3029, -0.2862], [-4.0953, -2.0822, 0.4363], [1.7446, -1.2727, 0.7773], [2.3802, 0.4696, -0.4682], [3.8185, -0.9462, 0.2700], [2.4712, -1.4890, -1.3204], [-0.3177, 0.5078, 0.1267], [0.7320, 1.1702, 2.2946], [0.4738, 2.5789, 1.2718], [-0.8729, 1.8750, 2.1535], [0.3764, 1.6266, -2.0166], [-0.6797, 0.2436, -2.3165], [-1.3653, 1.7424, -1.7430], [-0.1426, -1.7546, 1.2664], [0.1905, -1.9216, -0.4574]]}



Record 4
{"formula": "C4H8F3O5RhS", "method": "the ωB97M-V functional and the def2-TZVPD basis", "total_charge": 2, "spin_multiplicity": 5, "homo_lumo_gap_ev": [10.19, 7.70], "species": ["O", "O", "C", "O", "C", "Rh", "H", "H", "H", "H", "H", "S", "O", "O", "C", "F", "F", "F", "C", "H", "H", "H"], "coordinates": [[0.7109, -1.1902, 0.4896], [0.9332, -1.0040, 2.9119], [-0.1200, -0.3437, 3.4634], [-0.3162, 0.8282, 2.6192], [-1.4417, 1.6512, 2.8448], [1.1512, 0.3565, 1.4526], [0.0666, 0.0241, 4.4888], [-1.0510, -0.9384, 3.4049], [-1.4792, 2.3897, 2.0382], [-2.3595, 1.0476, 2.8086], [-1.3219, 2.1480, 3.8180], [-0.5481, -1.4956, -0.7002], [-1.6667, -2.0867, 0.0083], [-0.0063, -2.2016, -1.9981], [-1.1067, 0.1590, -1.3794], [-2.1294, 0.5998, -0.6887], [-0.1158, 1.0365, -1.2297], [-1.4232, 0.0830, -2.6481], [-0.6252, -3.4351, -2.4532], [0.0186, -3.7851, -3.2625], [-1.6279, -3.2280, -2.8415], [-0.6594, -4.1380, -1.6138]]}



Record 5
{"formula": "C4H8F3P", "method": "the ωB97M-V functional and the def2-TZVPD basis", "e_above_lowest_ev": 2.411, "smiles": "CC(F)=[PH2]C(C)(F)F", "homo_lumo_gap_ev": 8.15, "species": ["C", "C", "F", "P", "C", "C", "F", "F", "H", "H", "H", "H", "H", "H", "H", "H"], "coordinates": [[1.3212, 0.3668, -2.3409], [-0.1387, 0.2158, -1.9839], [-0.8128, 1.4786, -1.9404], [-0.4945, -0.4825, -0.4817], [0.0832, -0.1201, 1.3535], [-0.9171, -0.4245, 2.4814], [0.1273, 1.2877, 1.4854], [1.3106, -0.4958, 1.5683], [1.6413, 1.2967, -1.7044], [1.7770, -0.5442, -2.1006], [1.5391, 0.7132, -3.3415], [-1.8467, -0.1138, -0.4327], [-0.1963, -1.8868, -0.7381], [-0.8107, -1.3968, 2.7051], [-0.6119, 0.3155, 3.2416], [-1.9711, -0.2097, 2.2287]]}



Record 6
{"formula": "C4H8FIO", "method": "the ωB97M-V functional and the def2-TZVPD basis", "e_above_lowest_ev": 1.369, "homo_lumo_gap_ev": [6.73, 6.74], "species": ["C", "C", "C", "C", "O", "F", "I", "H", "H", "H", "H", "H", "H", "H", "H"], "coordinates": [[-0.0816, -1.2530, -1.3264], [-0.1696, 1.6482, 1.1033], [-0.5375, -0.5120, -0.0632], [0.0026, 0.8637, -0.1030], [-0.4465, -1.2150, 1.1027], [0.0132, 1.4982, -1.3243], [2.8837, -0.3640, 0.4000], [1.0297, -1.2659, -1.1766], [-0.5827, -2.2732, -1.3959], [-0.3595, -0.6432, -2.1315], [-1.2634, 1.8190, 1.1382], [0.3483, 2.6520, 1.0497], [0.2803, 1.0958, 1.9453], [-1.6024, -0.4100, -0.2993], [0.4855, -1.6407, 1.0810]]}



Maximum force? In order: 4.3, 5.5, 5.3, 7.4, 4.0, 3.0 eV Å⁻¹.
E? In order: -25008.0359, -13917.4827, -27935.1648, -36484.6222, -21715.0961, -17141.3297 eV.